No. 1
18
Properties=species:S:1:pos:R:3:forces:R:3 method="wB97M-V/def2-TZVPD" de_lowest_ev=1.921 smiles="C/C=C(/NC)OC" total_energy_ha=-327.0607 max_force_ev_per_a=0.255
C -1.61222 -1.72819 1.20431 -0.158 0.036 0.114
N -0.37987 -1.63008 0.45537 0.158 -0.053 -0.084
C 0.17779 -0.43397 0.03894 0.048 -0.086 -0.194
O 0.01560 0.55096 0.97731 0.066 -0.141 -0.019
C 0.89926 -0.29324 -1.08587 -0.057 -0.040 0.090
C -0.48458 1.78934 0.49632 -0.050 0.243 -0.057
C 1.87169 0.82348 -1.34507 0.079 0.107 -0.007
H -1.52476 -2.52279 1.95321 -0.074 0.121 -0.099
H -2.49153 -1.93690 0.57710 0.136 0.070 0.040
H -1.77414 -0.78756 1.73161 -0.007 -0.138 -0.038
H -0.15999 -2.41117 -0.14254 0.009 0.102 0.074
H 0.87463 -1.11745 -1.79644 -0.022 0.118 0.131
H -0.67794 2.40184 1.38016 0.010 -0.092 -0.128
H -1.41642 1.64999 -0.06589 0.127 -0.038 0.092
H 0.23556 2.30592 -0.14437 -0.117 -0.057 0.093
H 1.49413 1.59240 -2.03438 0.038 -0.130 0.091
H 2.16052 1.32250 -0.41356 -0.049 -0.073 -0.131
H 2.79227 0.42494 -1.78620 -0.137 0.051 0.031

***

No. 2
15
Properties=species:S:1:pos:R:3:forces:R:3 method="wB97M-V/def2-TZVPD" de_lowest_ev=6.127 total_energy_ha=-429.1983 max_force_ev_per_a=5.934
C -1.04391 -1.33339 -0.33411 0.262 -0.133 -2.761
C 0.06772 0.48808 -1.37983 0.909 5.128 -2.844
H -0.96725 -0.71827 2.00970 0.161 -1.898 0.043
H -1.36308 -2.46037 2.41043 2.027 2.734 -0.526
H -1.40327 -1.66544 -1.35167 0.620 0.886 1.020
H 0.86340 0.81064 0.95790 -1.481 -0.401 -0.958
H -0.69119 0.20867 -2.10509 0.998 0.304 -1.415
H 1.69103 3.00188 -0.36898 0.590 -0.565 -0.198
H 2.72351 1.56772 -0.91984 -3.441 2.257 2.642
N -0.75153 -1.73789 1.82866 -2.566 -2.527 2.157
N -1.25906 -2.15683 0.57922 0.270 1.184 0.593
N -0.26035 -0.13022 -0.31349 -1.025 -4.378 1.134
N 0.77250 1.62185 -1.47885 -0.736 -2.002 0.050
N 1.73139 1.97608 -0.32981 1.982 -2.833 -3.468
O -0.10991 0.52749 0.79577 1.432 2.245 4.529

***

No. 3
67
Properties=species:S:1:pos:R:3:forces:R:3 method="wB97M-V/def2-TZVPD" total_charge=+1 multiplicity=4 s2=3.75 total_energy_ha=-3433.4926 max_force_ev_per_a=3.467
C -1.35340 3.26953 -3.47153 0.118 0.156 0.118
C -1.24362 1.94442 -3.04939 0.616 -0.284 0.258
C 0.06610 1.42078 -2.85332 -0.340 0.051 0.125
C 1.18930 2.20936 -3.09833 -0.207 0.427 0.007
C 1.05035 3.55262 -3.43313 -0.145 -0.163 -0.277
C -0.22492 4.07942 -3.63731 -0.036 -0.030 -0.022
C 2.54740 1.59866 -2.80979 -1.456 -1.208 -1.893
C 2.55744 0.10336 -3.08011 0.290 -0.277 0.028
C 1.37818 -0.59954 -2.83594 -0.093 -0.352 0.116
C 1.33285 -2.01526 -3.00648 -0.066 0.689 0.343
C 2.51385 -2.66024 -3.37558 0.139 0.020 0.076
C 3.70878 -1.95674 -3.54545 0.017 -0.043 -0.028
C 3.73472 -0.57238 -3.38605 -0.243 0.016 -0.256
H -2.34790 3.67855 -3.66285 0.293 -0.052 0.074
H 1.95016 4.16340 -3.54369 -0.362 -0.078 -0.065
H -0.34300 5.12203 -3.93037 0.010 -0.282 0.077
H 3.30386 2.08306 -3.43866 -0.058 -0.022 0.331
H 2.49537 -3.74188 -3.52672 0.058 0.293 0.031
H 4.62150 -2.49075 -3.80628 -0.249 0.113 0.068
H 4.65499 0.00571 -3.50456 -0.209 -0.316 -0.047
N 0.26885 0.12137 -2.34079 -0.590 -0.476 -1.852
Er -0.31358 -0.31158 -0.38896 1.366 1.101 2.151
C -2.48186 1.09645 -2.80797 -0.115 -0.237 -0.015
H -2.42175 0.15241 -3.37459 -0.032 0.281 0.057
H -3.38101 1.64386 -3.12414 0.227 -0.127 -0.069
C 0.05065 -2.80434 -2.78422 -0.214 -0.045 0.020
H -0.78988 -2.34318 -3.33002 0.267 -0.147 0.078
H 0.17856 -3.83762 -3.13587 -0.017 0.258 -0.077
P -2.77335 0.61165 -1.02800 -0.853 1.230 -0.937
P -0.49989 -2.93984 -0.99868 0.647 -1.204 -1.147
C 0.86606 -3.90612 -0.26792 0.096 0.069 0.571
H 0.99780 -3.56134 0.76635 0.137 -0.272 -0.191
H 0.60496 -4.97214 -0.26660 0.155 0.272 -0.011
H 1.80689 -3.75532 -0.81024 -0.231 0.059 0.092
C -1.85231 -4.15747 -1.02835 -0.409 0.102 0.159
H -1.46247 -5.17659 -1.16132 -0.114 0.366 -0.057
H -2.37050 -4.09581 -0.06128 0.038 -0.167 -0.282
H -2.56908 -3.92146 -1.82516 0.135 -0.070 0.207
C -3.05143 2.24942 -0.26576 0.017 0.000 0.476
H -4.08518 2.57359 -0.44552 0.289 -0.038 0.011
H -2.87415 2.15964 0.81436 -0.118 0.181 -0.260
H -2.35760 2.99662 -0.66774 -0.070 -0.203 0.070
C -4.45192 -0.08913 -1.01319 -0.050 -0.377 0.068
H -4.67545 -0.40306 0.01558 -0.061 0.063 -0.277
H -5.19638 0.65376 -1.33455 0.292 -0.225 0.049
H -4.49810 -0.97068 -1.66465 -0.068 0.175 0.158
C 2.82868 1.80066 -1.38954 0.057 0.046 0.388
O 2.20033 1.35531 -0.44247 0.834 0.569 -0.577
H 3.71700 2.43494 -1.49368 0.486 0.392 2.364
O 0.59333 -0.87393 1.67485 -0.868 1.040 0.701
C -0.07165 0.09174 2.22140 0.140 -0.011 -1.573
O -0.57325 1.02045 1.46721 0.380 -1.229 0.909
C -0.37550 0.07451 3.67756 -0.237 -0.046 0.769
C -1.38298 0.90735 4.18685 -0.080 -0.171 0.584
C -1.78096 0.77776 5.53530 1.469 -1.082 -1.127
C -1.14471 -0.13602 6.38649 0.067 -0.011 -0.200
C -0.11342 -0.93565 5.87216 -0.731 1.292 -1.500
C 0.26200 -0.84954 4.51472 -0.204 0.020 0.596
N 0.56644 -1.86870 6.72996 1.547 -2.214 2.173
O 0.20724 -1.95943 7.92434 0.475 0.451 -2.524
O 1.49269 -2.55209 6.24300 -1.828 1.439 0.640
N -2.90249 1.54306 6.00918 -2.592 1.850 1.305
O -3.46259 2.32701 5.21150 1.259 -1.578 1.278
O -3.27960 1.39032 7.19077 1.051 0.066 -2.381
H -1.87244 1.63079 3.54072 0.061 -0.168 0.175
H -1.45218 -0.23153 7.42408 0.061 0.016 -0.195
H 1.03854 -1.49701 4.11721 -0.148 0.099 0.144